# 1
19
Properties=species:S:1:pos:R:3:nbo_charge:R:1 method="wB97M-V/def2-TZVPD" gap_ev=9.4 molar_mass_g_mol=107.22 smiles=CCN.CSC homo_energy_ev=-8.407 de_lowest_ev=1.203 total_energy_ev=-16682.8869
C 3.18274 4.05358 -2.61034 -0.62
C 4.02979 2.94940 -2.00597 -0.22
N 3.59561 1.57570 -2.21895 -0.83
H 3.06757 4.12366 -3.69211 0.20
H 3.54234 5.04135 -2.33136 0.21
H 2.16791 3.92764 -2.21220 0.19
H 4.14802 3.18912 -0.92823 0.17
H 5.02036 3.18612 -2.40086 0.18
H 4.05771 1.12861 -2.99609 0.36
H 2.60201 1.62226 -2.41195 0.35
C -2.76693 -3.36982 0.65202 -0.70
S -2.94251 -2.43562 2.33031 0.14
C -2.38919 -0.77652 1.98332 -0.78
H -3.61629 -3.04215 0.04868 0.21
H -1.96444 -2.70636 0.33184 0.22
H -2.74493 -4.44139 0.74369 0.23
H -2.60941 -0.24299 1.05689 0.22
H -1.30343 -0.60837 2.10079 0.21
H -2.82836 -0.29420 2.86449 0.24

# 2
25
Properties=species:S:1:pos:R:3:nbo_charge:R:1 method="wB97M-V/def2-TZVPD" gap_ev=8.9 molar_mass_g_mol=176.76 smiles="CCCOB(CB(O)O)[PH2]=N" homo_energy_ev=-8.572 total_energy_ev=-22651.8109
C -2.06520 0.12265 0.81655 -0.61
C -1.63016 -1.30294 1.15207 -0.43
C -0.14141 -1.43697 1.50025 -0.06
O 0.64348 -0.35033 0.99817 -0.70
B 1.12146 -0.26910 -0.26048 0.72
C 1.95423 0.98866 -0.68726 -1.16
B 1.14246 2.24162 -0.19977 1.17
O 1.24945 2.70155 1.10613 -0.94
O 0.31792 2.85958 -1.09944 -0.89
P 0.69238 -1.55236 -1.68577 1.01
N 0.09080 -0.87630 -2.97275 -1.30
H -1.75859 0.40112 -0.19356 0.21
H -3.14921 0.21254 0.86179 0.22
H -1.62144 0.84763 1.50048 0.20
H -1.87478 -1.96134 0.31721 0.21
H -2.20205 -1.65963 2.01022 0.21
H 0.00427 -1.43108 2.57955 0.19
H 0.26305 -2.37989 1.12816 0.18
H 2.93279 0.94152 -0.20103 0.28
H 2.08647 0.99523 -1.76990 0.26
H 0.61660 2.34230 1.73014 0.50
H -0.41521 3.32980 -0.69385 0.49
H -0.12812 -2.56992 -1.14669 -0.08
H 1.86041 -2.32520 -1.89812 -0.07
H 0.01039 0.13085 -2.89211 0.38

# 3
30
Properties=species:S:1:pos:R:3:nbo_charge:R:1 method="wB97M-V/def2-TZVPD" total_charge=-1 gap_ev=6.3 molar_mass_g_mol=292.90 smiles="C[C@H](F)P(CB(O)O)([PH2]=N)(C(=O)[O-])P(N)O" homo_energy_ev=-3.351 total_energy_ev=-48855.2279
C 1.36428 2.55662 0.34134 -0.66
C 1.51960 1.29473 -0.52919 -0.04
F 1.72440 1.60253 -1.85083 -0.35
P 0.03632 0.10712 -0.27114 0.83
C -0.87744 0.30958 1.31866 -1.14
B -1.85433 -0.90740 1.68394 1.17
O -3.14189 -1.04273 1.22909 -0.94
O -1.40128 -1.87177 2.55177 -0.87
P -1.34788 1.58300 -1.38536 0.86
N -2.81606 1.00820 -1.61803 -1.35
C -0.39089 -1.16342 -1.59849 0.53
O -1.27041 -2.02452 -1.35788 -0.76
O 0.20593 -1.07460 -2.66452 -0.69
P 1.47620 -1.42580 0.64343 0.75
N 2.71572 -1.79788 -0.55511 -1.14
O 0.70133 -2.89690 0.78187 -0.97
H 2.34204 3.05732 0.35123 0.21
H 0.59789 3.23568 -0.02969 0.23
H 1.19568 2.23143 1.37215 0.22
H 2.42735 0.80909 -0.13984 0.16
H -1.50083 1.20965 1.20930 0.27
H -0.18857 0.53893 2.14275 0.25
H -3.13561 -1.49095 0.37016 0.53
H -0.55898 -1.59795 2.93046 0.48
H -1.51154 2.80174 -0.63860 -0.11
H -0.76082 1.88877 -2.64068 -0.05
H -2.88971 0.08409 -1.20301 0.36
H 3.48276 -1.13838 -0.45561 0.37
H 3.11857 -2.66500 -0.19750 0.36
H 0.86560 -3.37055 -0.04966 0.48